Below is the ion C6H7Br2N4 with charge +1, with properties calculated with the ωB97M-V functional and the def2-TZVPD basis.

frontier orbital gap: 6.47 eV

```
! RIJCOSX wB97M-V def2-TZVPD def2/J DEFGRID3
* xyz 1 1
C 2.4791 -0.9225 -0.5369
C 1.6539 0.1589 -0.3051
C 0.9363 -2.3095 0.4226
C 0.0239 -1.2734 0.4957
C -2.3662 0.1524 -1.0817
C -0.6565 1.0853 0.2175
N 2.1223 -2.1940 -0.2032
N 0.3620 -0.0082 0.0642
N -0.3065 2.2521 -0.5407
N -2.0034 0.6372 0.1418
Br -3.8452 -0.8373 -1.3602
Br -0.4647 1.5259 2.2579
H 3.4929 -0.7873 -0.9409
H 1.8868 1.2251 -0.3692
H 0.6900 -3.2630 0.7268
H 0.5789 2.7165 -0.3522
H -1.0886 2.8305 -0.7176
H -2.5447 0.4747 1.0967
H -0.9503 -1.4634 0.9844
*
```